Version P
This record from the OMol25 dataset describes 2 unconnected molecules or ions with the total composition C3H9NO3. The level of theory is the ωB97M-V functional and the def2-TZVPD basis.

Computed properties:
Orbital gap, eV: 10.8689
SMILES: NCCO.O=CO
LUMO level, eV: 0.77

XYZ file:
```
16
Properties=species:S:1:pos:R:3:nbo_charge:R:1
C 1.064 -1.058 1.776 -0.07
O 1.932 -0.472 2.729 -0.72
C 0.077 0.003 1.349 -0.24
N -0.848 -0.442 0.317 -0.85
H 0.551 -1.931 2.183 0.16
H 1.630 -1.376 0.892 0.16
H 2.614 -1.102 2.967 0.47
H -0.517 0.299 2.211 0.20
H 0.633 0.874 1.016 0.20
H -1.604 -0.955 0.739 0.37
H -0.403 -1.036 -0.382 0.39
H -1.182 0.878 -0.721 0.51
O -1.276 1.499 -1.514 -0.71
C -0.756 0.939 -2.583 0.66
O -0.201 -0.126 -2.629 -0.63
H -0.791 1.627 -3.438 0.10
```

Version Q
This record from the OMol25 dataset describes a molecular structure, C3H9NO3. The level of theory is the ωB97M-V functional and the def2-TZVPD basis.

Computed properties:
Orbital gap, eV: 8.9088
LUMO level, eV: 0.68

XYZ file:
```
16
Properties=species:S:1:pos:R:3:nbo_charge:R:1
C -1.344 -0.334 -0.349 0.18
C -0.130 1.015 0.267 0.37
O -1.524 -1.097 0.800 -0.74
O -2.444 0.477 -0.710 -0.76
O -0.011 1.005 1.479 -0.72
H -1.245 -0.541 1.553 0.49
H -3.241 0.202 -0.238 0.48
H -1.219 -1.065 -1.163 0.14
H -0.460 1.873 -0.330 0.14
C 1.973 -0.552 0.196 -0.43
N 1.168 0.384 -0.594 -0.68
H 1.718 1.131 -1.010 0.41
H 0.285 -0.128 -1.093 0.46
H 2.326 -0.059 1.101 0.23
H 1.341 -1.388 0.490 0.23
H 2.808 -0.924 -0.397 0.20
```

Version R
This record from the OMol25 dataset describes a molecular structure, C3H9NO3. The level of theory is the ωB97M-V functional and the def2-TZVPD basis.

Computed properties:
Orbital gap, eV: 8.4697
LUMO level, eV: 0.26

XYZ file:
```
16
Properties=species:S:1:pos:R:3:nbo_charge:R:1
C 1.065 -1.407 -0.317 -0.44
N -0.108 -0.854 0.356 -0.24
C 0.067 0.406 1.132 0.55
O -0.951 -1.837 0.944 -0.54
O 1.139 0.974 1.251 -0.56
H -0.436 -2.213 1.681 0.45
H -0.831 0.579 1.738 0.16
H 0.721 -2.155 -1.031 0.22
H 1.567 -0.597 -0.847 0.24
H 1.739 -1.856 0.416 0.19
C -0.979 1.424 -0.842 -0.41
O 0.152 2.030 -1.431 -0.74
H 0.827 2.104 -0.734 0.47
H -1.700 1.193 -1.637 0.19
H -1.479 2.099 -0.140 0.16
H -0.794 0.110 -0.541 0.29
```

Most stable one: version P, least stable one: version R.

Version P
This record from the OMol25 dataset describes 2 unconnected molecules or ions with the total composition C3H9NO3. The level of theory is the ωB97M-V functional and the def2-TZVPD basis.

Computed properties:
Orbital gap, eV: 10.5479
SMILES: NC(=O)CCO.O
LUMO level, eV: 0.56

XYZ file:
```
16
Properties=species:S:1:pos:R:3:nbo_charge:R:1
C 1.403 0.563 0.191 -0.56
C 0.339 1.604 0.178 -0.06
O -0.524 1.450 1.364 -0.78
C 1.159 -0.893 -0.317 0.67
N 0.149 -1.642 0.176 -0.82
O 1.806 -1.276 -1.247 -0.60
H 2.001 0.460 1.113 0.23
H 2.275 0.865 -0.432 0.26
H 0.648 2.718 0.531 0.21
H -0.209 1.441 -0.677 0.19
H -0.142 1.087 2.188 0.48
H 0.013 -2.548 -0.109 0.40
H -0.571 -1.240 0.665 0.39
H -2.569 -0.431 -0.688 0.45
H -2.620 -1.175 -1.775 0.44
O -3.157 -0.981 -1.160 -0.89
```

Version Q
This record from the OMol25 dataset describes 2 unconnected molecules or ions with the total composition C3H9NO3. The level of theory is the ωB97M-V functional and the def2-TZVPD basis.

Computed properties:
Orbital gap, eV: 10.3441
SMILES: O=CCNCO.O
LUMO level, eV: 0.76

XYZ file:
```
16
Properties=species:S:1:pos:R:3:nbo_charge:R:1
O -0.036 1.727 0.413 -0.50
C 0.019 0.878 -0.493 0.45
C 0.311 -0.631 -0.306 -0.34
N 1.695 -1.047 -0.268 -0.61
C 1.856 -2.567 0.127 0.08
O 1.599 -2.753 1.512 -0.73
H -0.054 1.034 -1.633 0.10
H -0.137 -0.984 0.647 0.20
H -0.017 -1.015 -1.234 0.19
H 2.112 -0.708 0.585 0.36
H 2.895 -2.827 -0.210 0.16
H 1.281 -3.212 -0.592 0.16
H 1.570 -3.661 1.720 0.48
H -5.034 5.033 -0.432 0.46
H -3.871 5.827 0.155 0.47
O -4.190 4.907 0.010 -0.93
```

Most stable one: version P, least stable one: version Q.

Version P
This record from the OMol25 dataset describes a single CH4N2O molecule. The level of theory is the ωB97M-V functional and the def2-TZVPD basis.

Computed properties:
Orbital gap (spin up / spin down), eV: 7.3179 / 8.4470
LUMO level (spin up / spin down), eV: -0.11 / 0.25

XYZ file:
```
8
Properties=species:S:1:pos:R:3:nbo_charge:R:1
C -1.647 -0.211 0.057 0.12
N 0.841 -0.885 0.266 -0.15
N 1.888 -0.040 0.222 -0.62
O -0.403 -0.040 -0.064 -0.34
H -2.111 -1.079 0.441 0.15
H -2.358 0.565 -0.140 0.15
H 1.588 0.745 0.755 0.35
H 2.177 0.094 -0.687 0.34
```

Version Q
This record from the OMol25 dataset describes 2 unconnected molecules or ions with the total composition CH4N2O. The level of theory is the ωB97M-V functional and the def2-TZVPD basis.

Computed properties:
Orbital gap, eV: 10.6522
SMILES: N=C=O.N
LUMO level, eV: 0.61

XYZ file:
```
8
Properties=species:S:1:pos:R:3:nbo_charge:R:1
C 1.668 0.035 0.397 0.86
N 1.384 -0.488 -0.659 -0.79
N -1.755 0.040 0.329 -1.07
O 1.705 0.610 1.410 -0.50
H -0.814 0.403 0.412 0.35
H 1.946 -0.856 -1.387 0.42
H -2.461 0.772 0.064 0.36
H -1.674 -0.517 -0.565 0.35
```

Most stable one: version Q, least stable one: version P.

Version P
This record from the OMol25 dataset describes 2 unconnected molecules or ions with the total composition CH4N2O. The level of theory is the ωB97M-V functional and the def2-TZVPD basis.

Computed properties:
Orbital gap (spin up / spin down), eV: 8.4831 / 8.4836
SMILES: C=N.N=O
LUMO level (spin up / spin down), eV: -0.94 / -0.94

XYZ file:
```
8
Properties=species:S:1:pos:R:3:nbo_charge:R:1
C 1.081 -0.329 0.373 -0.05
N -1.082 -0.114 -0.489 -0.07
N 1.082 0.853 0.174 -0.57
O -1.663 -0.106 0.604 -0.25
H -1.690 -0.037 -1.261 0.28
H 0.434 -0.940 -0.194 0.16
H 1.318 -0.553 1.389 0.17
H 0.519 1.226 -0.596 0.33
```

Version Q
This record from the OMol25 dataset describes a single CH4N2O molecule. The level of theory is the ωB97M-V functional and the def2-TZVPD basis.

Computed properties:
Orbital gap, eV: 11.3703
SMILES: [H]/N=C/NO
LUMO level, eV: 0.94

XYZ file:
```
8
Properties=species:S:1:pos:R:3:nbo_charge:R:1
C -0.462 0.549 -0.098 0.26
H 1.182 -0.658 -0.973 0.45
H -0.103 -1.125 0.815 0.35
H 0.046 1.579 -0.285 0.15
H -2.174 0.934 -0.664 0.36
N 0.330 -0.237 0.786 -0.31
N -1.538 0.161 -0.442 -0.67
O 1.534 -0.436 -0.088 -0.59
```

Most stable one: version Q, least stable one: version P.

Version P
This record from the OMol25 dataset describes 2 unconnected molecules or ions with the total composition C3H8NS2. The level of theory is the ωB97M-V functional and the def2-TZVPD basis.

Computed properties:
Net charge: +1
Orbital gap, eV: 8.7979
LUMO level, eV: -4.82

XYZ file:
```
14
Properties=species:S:1:pos:R:3:nbo_charge:R:1
C -1.513 -0.620 0.454 -0.41
C -0.708 0.454 1.090 -0.42
C -0.001 -0.744 0.573 0.01
N 0.571 -0.236 -1.400 -0.86
S -0.616 1.982 0.120 0.01
S 1.236 -1.726 1.067 0.31
H -1.985 -1.205 1.165 0.25
H -2.120 -0.488 -0.487 0.28
H -0.532 0.709 2.130 0.28
H 1.550 -0.031 -1.136 0.40
H 0.134 0.549 -1.739 0.41
H 0.462 -1.008 -1.944 0.40
H -1.983 2.105 0.461 0.18
H 2.001 -0.683 1.594 0.16
```

Version Q
This record from the OMol25 dataset describes a gas-phase ion, C3H8NS2 (charge +1). The level of theory is the ωB97M-V functional and the def2-TZVPD basis.

Computed properties:
Net charge: +1
Orbital gap, eV: 7.6778
LUMO level, eV: -4.03

XYZ file:
```
14
Properties=species:S:1:pos:R:3:nbo_charge:R:1
C -0.178 1.284 -0.954 -0.53
C -0.007 0.561 0.283 -0.15
C 0.876 -0.477 0.247 -0.05
N 1.138 -1.174 1.592 -0.69
S -1.760 0.628 -2.042 0.42
S -1.852 -1.291 -1.883 -0.42
H -0.405 2.415 -0.792 0.27
H 0.578 1.024 -1.640 0.23
H -0.592 0.802 1.148 0.23
H 1.357 -0.846 -0.548 0.23
H 0.274 -1.391 2.119 0.45
H 1.596 -2.063 1.532 0.44
H 1.753 -0.665 2.219 0.44
H -2.777 1.194 -1.282 0.11
```

Most stable one: version Q, least stable one: version P.

Version P
This record from the OMol25 dataset describes a single C5H8N2 molecule. The level of theory is the ωB97M-V functional and the def2-TZVPD basis.

Computed properties:
Orbital gap, eV: 9.3307
SMILES: [H]/N=C/C(N)=C=CC
LUMO level, eV: 0.96

XYZ file:
```
15
Properties=species:S:1:pos:R:3:nbo_charge:R:1
C -1.256 -2.231 0.555 -0.63
C -1.262 -0.990 -0.298 -0.23
C -0.523 0.069 -0.102 0.05
C 0.265 1.122 -0.049 -0.01
N -0.107 2.407 0.420 -0.81
C 1.637 1.040 -0.612 0.11
N 2.213 -0.073 -0.824 -0.59
H -0.524 -2.154 1.363 0.22
H -2.243 -2.436 0.984 0.21
H -0.986 -3.092 -0.068 0.22
H -1.905 -1.012 -1.181 0.21
H 0.541 2.780 1.105 0.37
H -1.044 2.417 0.803 0.38
H 2.097 2.019 -0.811 0.16
H 3.137 0.083 -1.228 0.34
```

Version Q
This record from the OMol25 dataset describes 2 unconnected molecules or ions with the total composition C5H8N2. The level of theory is the ωB97M-V functional and the def2-TZVPD basis.

Computed properties:
Orbital gap (spin up / spin down), eV: 8.1270 / 7.4072
LUMO level (spin up / spin down), eV: 0.01 / 0.07

XYZ file:
```
15
Properties=species:S:1:pos:R:3:nbo_charge:R:1
C -1.709 0.684 -0.382 0.27
C -0.152 0.264 -2.115 -0.31
C -0.390 0.550 -0.799 -0.21
C 0.011 -1.757 1.043 -0.62
C 0.695 0.421 0.065 0.06
N -2.766 0.605 0.026 -0.29
N 0.882 1.307 1.084 -0.82
H 0.830 0.337 -2.484 0.19
H -0.904 0.404 -2.857 0.20
H 0.878 -2.400 0.855 0.18
H -0.002 -1.193 1.948 0.17
H -0.897 -2.176 0.751 0.18
H 1.585 0.036 -0.452 0.21
H 1.796 1.513 1.513 0.40
H 0.144 1.405 1.803 0.39
```

Most stable one: version P, least stable one: version Q.